Record 1
The following is a DFT calculation (the ωB97M-V functional and the def2-TZVPD basis) of a structure of composition C34H61BF6N9O2PPd.

Structure (XYZ):
```
115
Properties=species:S:1:pos:R:3:lowdin_spin:R:1
Pd -0.149 -2.893 0.526 1.35
C -2.363 -0.003 3.812 0.00
C -2.304 0.155 2.328 0.00
C -1.998 1.313 1.638 0.00
C -2.174 0.943 0.215 0.00
N -2.450 -0.329 0.161 0.00
N -2.558 -0.830 1.445 0.01
B -2.972 -2.283 1.636 0.01
N -3.068 -2.922 0.259 0.00
N -1.889 -3.400 -0.252 0.08
C -2.131 -3.794 -1.507 0.01
C -3.511 -3.675 -1.734 0.00
C -4.071 -3.068 -0.632 0.00
C -5.449 -2.715 -0.166 0.00
C -1.026 -3.917 -2.494 0.00
C -1.336 -4.963 -3.624 0.00
C -1.008 -2.574 -3.189 0.00
C 0.324 -4.300 -1.869 0.04
N -2.122 -3.189 2.659 0.01
N -0.899 -3.753 2.197 0.18
C -0.541 -4.793 2.980 0.02
C -1.447 -4.763 4.109 0.01
C -2.388 -3.746 3.892 0.01
C -3.549 -3.358 4.726 0.00
C 0.644 -5.608 2.752 0.00
C 0.768 -6.206 1.343 0.00
C 1.904 -4.771 3.148 0.00
C 0.583 -6.790 3.744 0.00
C -2.169 1.801 -1.008 0.00
C -2.817 1.054 -2.175 0.00
C -0.722 2.137 -1.399 0.00
C -2.941 3.077 -0.745 0.00
H -2.065 0.948 4.267 0.00
H -1.728 -0.767 4.237 0.00
H -3.380 -0.296 4.066 0.00
H -1.562 2.225 2.060 0.00
H -4.008 -2.425 2.244 0.00
H -3.964 -4.026 -2.670 0.00
H -6.065 -3.304 -0.830 0.00
H -5.699 -1.667 -0.304 0.00
H -5.549 -2.900 0.939 0.00
H -2.205 -4.648 -4.266 0.00
H -1.448 -5.974 -3.129 0.00
H -0.500 -4.935 -4.283 0.00
H -1.925 -2.420 -3.797 0.00
H -0.109 -2.457 -3.773 0.00
H -0.947 -1.839 -2.416 0.00
H 0.290 -5.272 -1.312 0.00
H 0.797 -3.509 -1.202 0.02
H 1.022 -4.498 -2.723 0.00
H -1.500 -5.558 4.877 0.00
H -3.991 -4.252 5.151 0.00
H -4.390 -2.877 4.213 0.00
H -3.220 -2.788 5.594 0.00
H 0.816 -5.351 0.608 0.00
H -0.190 -6.795 1.095 0.00
H 1.595 -6.934 1.292 0.00
H 2.011 -3.875 2.426 0.00
H 2.777 -5.390 3.066 0.00
H 1.885 -4.457 4.212 0.00
H -0.241 -7.521 3.622 0.00
H 0.728 -6.582 4.829 0.00
H 1.443 -7.423 3.480 0.00
H -2.472 0.003 -2.293 0.00
H -2.568 1.525 -3.134 0.00
H -3.924 0.949 -2.012 0.00
H -0.057 1.253 -1.507 0.00
H -0.140 2.836 -0.661 0.00
H -0.662 2.594 -2.369 0.00
H -3.947 2.893 -0.315 0.00
H -3.035 3.681 -1.696 0.00
H -2.402 3.704 -0.001 0.00
C 3.503 -1.022 1.826 0.01
C 2.230 -1.056 0.981 0.02
O 1.705 -2.331 1.058 0.15
C 2.600 -0.665 -0.510 0.00
F 3.732 -1.321 -0.895 0.00
F 2.808 0.714 -0.601 0.00
F 1.642 -0.989 -1.392 0.01
C 1.255 0.013 1.567 0.00
F 0.441 0.421 0.521 0.00
F 0.423 -0.456 2.574 0.00
F 1.904 1.140 1.997 0.00
H 4.088 -1.849 1.482 0.00
H 3.229 -1.171 2.932 0.00
H 4.061 -0.084 1.717 0.00
C 3.166 4.703 -0.373 0.00
N 2.154 5.710 -0.628 0.00
C 1.192 5.949 0.420 0.00
P 2.235 6.770 -1.937 0.00
O 1.025 7.672 -2.087 0.00
N 2.526 5.735 -3.229 0.00
C 2.786 6.415 -4.468 0.00
C 2.010 4.426 -3.248 0.00
N 3.622 7.701 -1.744 0.00
C 3.463 9.146 -1.532 0.00
C 5.014 7.287 -1.774 0.00
H 2.652 3.731 -0.495 0.00
H 3.537 4.829 0.693 0.00
H 3.975 4.845 -1.102 0.00
H 0.250 5.385 0.230 0.00
H 0.931 7.025 0.320 0.00
H 1.609 5.774 1.401 0.00
H 3.228 5.675 -5.166 0.00
H 1.860 6.849 -4.956 0.00
H 3.449 7.225 -4.212 0.00
H 1.049 4.335 -2.689 0.00
H 2.726 3.669 -2.890 0.00
H 1.789 4.136 -4.293 0.00
H 2.515 9.468 -1.951 0.00
H 4.294 9.668 -2.079 0.00
H 3.572 9.378 -0.455 0.00
H 5.172 6.370 -2.379 0.00
H 5.324 6.960 -0.795 0.00
H 5.615 8.113 -2.195 0.00
```

**E_HOMO (spin up / spin down)**: -0.297 / -0.297 hartree
**LUMO (spin up / spin down)**: 0.53 / -2.41 eV
**Energy above the lowest of the compared OMol25 structures with the same formula, charge and spin**: 0.00 kcal/mol
**Frontier orbital gap (spin up / spin down)**: 8.61 / 5.67 eV
**Spin multiplicity**: 3

Record 2
The following is a DFT calculation (the ωB97M-V functional and the def2-TZVPD basis) of a structure of composition C34H61N4NdOP2S4Sb.

Structure (XYZ):
```
108
Properties=species:S:1:pos:R:3:lowdin_spin:R:1
Nd 4.116 9.442 17.430 3.04
N 5.857 10.804 18.766 0.00
C 7.281 10.377 18.527 0.00
C 7.489 8.836 18.558 0.00
N 6.283 8.099 18.814 0.00
C 6.238 6.665 18.531 0.00
C 5.712 6.373 17.140 0.00
N 4.369 6.985 16.882 -0.01
H 5.738 11.802 18.578 0.00
H 5.743 10.732 19.792 0.00
H 7.937 10.848 19.262 0.00
H 7.648 10.742 17.560 0.00
H 8.324 8.634 19.282 0.00
H 7.835 8.503 17.563 0.00
H 5.925 8.244 19.753 0.00
H 5.585 6.200 19.279 0.00
H 7.266 6.261 18.617 0.00
H 5.657 5.281 17.079 0.00
H 6.464 6.767 16.423 0.00
H 3.669 6.511 17.454 0.00
H 4.133 6.858 15.896 0.00
C 1.272 15.031 17.521 0.00
C 2.278 14.085 18.135 0.00
C 1.629 13.036 19.076 0.00
P 3.533 13.155 17.147 0.00
C 4.894 14.401 16.783 0.00
C 5.725 13.896 15.608 0.00
C 4.462 15.861 16.599 0.00
C 2.868 12.660 15.567 0.00
C 2.082 13.612 14.884 0.00
C 0.980 13.201 14.093 0.00
C 0.147 14.226 13.352 0.00
C 0.680 11.825 14.041 0.00
C 1.533 10.878 14.618 0.00
C 2.798 11.281 15.152 0.00
N 3.925 10.447 15.161 -0.01
C 4.234 9.606 14.102 0.00
C 3.339 9.357 13.002 0.00
C 3.238 8.104 12.466 0.00
C 4.095 7.038 12.857 0.00
C 3.909 5.657 12.296 0.00
C 5.183 7.367 13.711 0.00
C 5.400 8.709 14.109 0.00
P 7.008 9.333 14.621 0.00
C 7.096 11.010 13.725 0.00
C 6.867 10.912 12.217 0.00
C 8.358 11.780 13.976 0.00
C 8.296 8.328 13.655 0.00
C 7.904 7.737 12.274 0.00
C 8.894 7.153 14.514 0.00
H 0.798 15.591 18.348 0.00
H 0.479 14.438 16.988 0.00
H 1.704 15.736 16.808 0.00
H 2.932 14.688 18.802 0.00
H 2.327 12.300 19.441 0.00
H 1.226 13.582 19.931 0.00
H 0.771 12.500 18.663 0.00
H 5.434 14.316 17.761 0.00
H 5.186 13.895 14.608 0.00
H 6.021 12.860 15.809 0.00
H 6.663 14.445 15.441 0.00
H 3.776 15.973 15.764 0.00
H 5.345 16.495 16.416 0.00
H 3.913 16.238 17.499 0.00
H 2.339 14.676 14.938 0.00
H 0.356 15.214 13.803 0.00
H -0.941 13.979 13.437 0.00
H 0.338 14.347 12.265 0.00
H -0.219 11.506 13.491 0.00
H 1.271 9.828 14.500 0.00
H 2.719 10.138 12.650 0.00
H 2.545 7.897 11.662 0.00
H 2.982 5.532 11.677 0.00
H 3.846 4.873 13.112 0.00
H 4.750 5.343 11.608 0.00
H 5.881 6.549 13.967 0.00
H 6.280 11.568 14.213 0.00
H 7.797 10.767 11.674 0.00
H 6.385 11.859 11.905 0.00
H 6.191 10.085 11.916 0.00
H 9.220 11.335 13.427 0.00
H 8.650 11.810 15.034 0.00
H 8.256 12.849 13.618 0.00
H 9.094 9.082 13.623 0.00
H 7.485 6.701 12.461 0.00
H 8.835 7.541 11.724 0.00
H 7.170 8.312 11.714 0.00
H 8.163 6.347 14.597 0.00
H 9.168 7.561 15.486 0.00
H 9.825 6.806 14.042 0.00
S 0.456 10.018 21.332 0.00
Sb 1.152 8.622 19.602 0.00
S 1.351 9.918 17.625 -0.01
S 3.436 8.145 19.837 -0.01
S -0.238 6.773 19.334 0.00
C 5.023 12.649 23.940 0.00
C 3.749 11.908 23.515 0.00
C 4.256 11.051 22.352 0.00
O 5.273 11.845 21.693 0.00
C 5.864 12.775 22.644 0.00
H 5.608 11.976 24.606 0.00
H 4.880 13.590 24.464 0.00
H 2.967 12.579 23.117 0.00
H 3.255 11.308 24.284 0.00
H 3.507 10.771 21.627 0.00
H 4.681 10.099 22.669 0.00
H 5.860 13.783 22.191 0.00
H 6.932 12.446 22.782 0.00
```

**E_HOMO (spin up / spin down)**: -0.135 / -0.135 hartree
**LUMO (spin up / spin down)**: 1.90 / 1.90 eV
**Energy above the lowest of the compared OMol25 structures with the same formula, charge and spin**: 31.38 kcal/mol
**Net charge**: -1
**Frontier orbital gap (spin up / spin down)**: 5.58 / 5.58 eV
**Spin multiplicity**: 4

Record 3
The following is a DFT calculation (the ωB97M-V functional and the def2-TZVPD basis) of a structure of composition C34H62BHfN6O3Se2.

Structure (XYZ):
```
109
Properties=species:S:1:pos:R:3:lowdin_charge:R:1
Hf -0.349 -0.459 0.112 1.41
C -1.774 -4.199 1.701 -0.06
C -2.653 -3.235 2.498 -0.38
C -3.151 -3.901 3.778 -0.06
C -1.869 -2.010 2.835 -0.24
C -1.905 -1.282 4.031 0.07
C -0.905 -0.343 3.945 -0.20
C -0.690 0.684 5.013 -0.33
C -0.456 2.072 4.415 -0.06
C 0.365 0.214 6.024 -0.04
N -0.272 -0.483 2.731 0.02
N -0.923 -1.501 2.056 -0.07
B 1.318 -0.613 2.485 -0.49
N 1.938 0.506 1.615 0.04
N 1.814 0.340 0.252 -0.04
C 2.856 0.943 -0.329 -0.24
C 3.624 1.561 0.654 0.04
C 3.044 1.264 1.869 -0.16
C 3.731 1.752 3.116 -0.34
C 4.754 0.718 3.598 -0.03
C 2.851 2.234 4.259 -0.04
C 3.339 0.889 -1.747 -0.35
C 2.739 -0.233 -2.586 -0.09
C 3.221 2.256 -2.429 -0.05
N 1.528 -1.971 1.736 0.05
N 1.087 -2.122 0.444 -0.03
C 1.306 -3.390 0.081 -0.24
C 1.887 -4.071 1.146 0.05
C 2.006 -3.156 2.178 -0.17
C 2.488 -3.566 3.540 -0.33
C 1.340 -3.527 4.552 -0.03
C 3.701 -2.794 4.060 -0.05
C 0.990 -3.998 -1.251 -0.35
C 2.290 -4.392 -1.964 -0.04
C 0.116 -3.120 -2.141 -0.09
H -2.323 -5.113 1.496 0.09
H -0.875 -4.442 2.265 0.07
H -1.477 -3.750 0.753 0.03
H -3.516 -2.966 1.877 0.11
H -2.310 -4.107 4.436 0.08
H -3.643 -4.839 3.540 0.09
H -3.862 -3.276 4.310 0.08
H -2.570 -1.417 4.856 0.12
H -1.631 0.728 5.573 0.14
H 0.231 2.016 3.578 0.04
H -0.053 2.745 5.166 0.09
H -1.399 2.492 4.062 0.09
H 1.311 -0.042 5.559 0.05
H -0.003 -0.675 6.531 0.09
H 0.541 0.981 6.771 0.09
H 1.859 -0.640 3.524 0.11
H 4.519 2.125 0.498 0.13
H 4.310 2.621 2.778 0.14
H 4.268 -0.151 4.023 0.05
H 5.387 1.166 4.360 0.09
H 5.385 0.393 2.775 0.09
H 2.235 1.436 4.650 0.04
H 2.217 3.054 3.933 0.07
H 3.483 2.603 5.063 0.09
H 4.413 0.684 -1.642 0.15
H 1.832 0.090 -3.095 0.00
H 2.519 -1.089 -1.951 0.05
H 3.448 -0.537 -3.352 0.09
H 2.184 2.574 -2.509 0.06
H 3.633 2.198 -3.431 0.09
H 3.781 3.006 -1.875 0.08
H 2.162 -5.106 1.165 0.13
H 2.796 -4.612 3.424 0.14
H 0.963 -2.516 4.668 0.06
H 1.687 -3.880 5.521 0.09
H 0.520 -4.161 4.225 0.07
H 3.398 -1.882 4.567 0.05
H 4.375 -2.546 3.244 0.09
H 4.243 -3.408 4.774 0.09
H 0.448 -4.929 -1.043 0.15
H 2.886 -3.518 -2.215 0.08
H 2.055 -4.920 -2.884 0.09
H 2.886 -5.042 -1.329 0.08
H 0.624 -2.194 -2.422 0.04
H -0.833 -2.895 -1.649 -0.02
H -0.117 -3.662 -3.056 0.10
O -4.642 1.912 -3.201 -0.04
C -4.524 2.116 -1.820 -0.23
C -3.304 1.310 -1.299 -0.56
C -3.274 1.553 0.224 -0.17
O -2.046 1.137 0.871 -0.23
C -2.087 1.879 -2.022 -0.42
Se -0.507 0.681 -2.223 0.71
C -3.536 -0.153 -1.682 -0.49
Se -2.725 -1.472 -0.454 0.71
H -5.494 2.231 -3.516 0.11
H -5.423 1.786 -1.286 0.14
H -4.375 3.184 -1.598 0.13
H -4.117 1.014 0.675 0.13
H -3.413 2.625 0.397 0.14
H -1.916 1.718 1.637 0.10
H -1.754 2.805 -1.549 0.07
H -2.379 2.084 -3.054 0.07
H -3.151 -0.340 -2.687 0.06
H -4.600 -0.389 -1.673 0.07
C -0.045 4.485 1.477 -0.06
C 0.562 3.816 0.261 -0.28
O 0.153 2.446 0.189 -0.21
H 0.314 5.507 1.543 0.08
H 0.231 3.959 2.384 0.05
H -1.129 4.499 1.386 0.08
H 1.657 3.859 0.296 0.11
H 0.228 4.345 -0.639 0.12
H 0.422 2.154 -0.703 -0.05
```

**E_HOMO**: -0.374 hartree
**LUMO**: -2.64 eV
**Energy above the lowest of the compared OMol25 structures with the same formula, charge and spin**: 30.53 kcal/mol
**Net charge**: +1
**Frontier orbital gap**: 7.52 eV

Record 4
The following is a DFT calculation (the ωB97M-V functional and the def2-TZVPD basis) of a cluster of 7 separate species, C34H62F12O17 in total.

Structure (XYZ):
```
125
Properties=species:S:1:pos:R:3:lowdin_charge:R:1
C -4.214 -2.350 1.467 -0.04
C -5.312 -1.919 2.405 -0.17
O -6.496 -1.567 1.671 0.06
C -6.611 -0.351 1.275 -0.42
O -5.894 0.576 1.539 0.15
C -7.873 -0.170 0.399 -0.54
F -7.554 -0.205 -0.901 0.16
F -8.787 -1.113 0.626 0.17
F -8.435 1.012 0.661 0.16
H -3.563 -1.511 1.207 0.06
H -4.542 -2.880 0.575 0.08
H -3.485 -3.000 1.961 0.08
H -4.985 -1.020 2.932 0.11
H -5.578 -2.637 3.173 0.13
C 4.365 -2.689 1.186 -0.05
C 5.151 -1.767 2.082 -0.21
O 5.075 -0.405 1.672 0.01
C 5.591 0.475 2.517 -0.41
O 6.173 0.237 3.517 0.19
C 5.298 1.912 2.064 -0.55
F 6.135 2.767 2.649 0.17
F 5.437 2.034 0.750 0.18
F 4.049 2.242 2.427 0.17
H 4.766 -2.679 0.170 0.05
H 3.361 -2.275 1.029 0.08
H 4.277 -3.705 1.551 0.09
H 6.208 -2.069 2.079 0.13
H 4.924 -1.876 3.145 0.13
C -2.513 4.711 -4.529 -0.05
C -1.260 4.257 -3.814 -0.22
O -0.149 4.320 -4.705 0.04
C 0.518 3.223 -5.020 -0.39
O 0.261 2.099 -4.731 0.17
C 1.779 3.588 -5.824 -0.54
F 2.848 3.467 -5.024 0.17
F 1.926 2.751 -6.852 0.17
F 1.743 4.840 -6.289 0.17
H -3.298 4.951 -3.819 0.08
H -2.858 3.912 -5.188 0.08
H -2.247 5.562 -5.156 0.08
H -1.348 3.247 -3.418 0.09
H -1.066 4.856 -2.920 0.13
C 6.628 -0.543 -1.400 -0.05
C 7.853 -1.260 -1.868 -0.18
O 8.472 -1.833 -0.691 0.04
C 9.713 -2.250 -0.834 -0.41
O 10.372 -2.221 -1.822 0.18
C 10.278 -2.786 0.501 -0.55
F 11.032 -3.851 0.272 0.18
F 11.055 -1.840 1.062 0.16
F 9.325 -3.116 1.374 0.16
H 6.071 -0.090 -2.221 0.09
H 6.856 0.200 -0.638 0.08
H 5.906 -1.224 -0.942 0.06
H 8.543 -0.606 -2.397 0.13
H 7.624 -2.097 -2.530 0.13
C 3.772 -4.417 -2.269 -0.12
O 3.140 -3.178 -2.538 -0.19
C 1.907 -3.407 -3.178 -0.21
C 1.159 -2.092 -3.303 -0.20
O -0.140 -2.378 -3.734 -0.13
C -0.899 -1.192 -3.893 -0.19
C -2.285 -1.518 -4.322 -0.20
O -3.085 -1.761 -3.183 -0.18
C -4.452 -1.782 -3.486 -0.12
H 3.171 -5.001 -1.556 0.09
H 4.757 -4.270 -1.832 0.08
H 3.882 -5.021 -3.179 0.09
H 1.305 -4.183 -2.690 0.13
H 2.086 -3.754 -4.208 0.13
H 1.666 -1.494 -4.075 0.14
H 1.140 -1.533 -2.366 0.11
H -0.409 -0.569 -4.656 0.12
H -0.879 -0.616 -2.966 0.13
H -2.321 -2.369 -5.003 0.14
H -2.647 -0.594 -4.803 0.13
H -4.682 -2.476 -4.304 0.09
H -4.837 -0.791 -3.773 0.09
H -4.978 -2.102 -2.589 0.08
C -2.977 2.468 -1.454 -0.10
O -1.831 1.771 -1.011 -0.21
C -2.080 0.965 0.150 -0.19
C -0.768 0.383 0.637 -0.18
O 0.018 1.287 1.400 -0.15
C 0.427 2.527 0.833 -0.17
C 1.347 2.441 -0.375 -0.20
O 2.598 1.845 -0.141 -0.16
C 2.572 0.449 -0.073 -0.11
H -3.791 2.513 -0.724 0.09
H -3.356 2.041 -2.388 0.09
H -2.685 3.510 -1.618 0.07
H -2.775 0.209 -0.227 0.12
H -2.569 1.516 0.964 0.13
H -0.205 -0.016 -0.210 0.11
H -1.023 -0.414 1.339 0.12
H 0.945 3.057 1.634 0.13
H -0.475 3.086 0.576 0.12
H 1.553 3.478 -0.660 0.13
H 0.800 1.984 -1.214 0.12
H 3.571 0.031 -0.158 0.07
H 2.055 0.029 -0.946 0.08
H 2.079 0.063 0.822 0.09
C -6.825 2.612 3.837 -0.11
O -6.483 1.639 4.800 -0.17
C -5.422 2.084 5.615 -0.23
C -4.879 0.920 6.384 -0.17
O -4.138 0.018 5.568 -0.12
C -2.854 0.492 5.286 -0.22
C -2.309 -0.232 4.082 -0.23
O -2.451 -1.596 4.042 -0.18
C -1.590 -2.317 4.869 -0.10
H -5.973 2.947 3.241 0.09
H -7.233 3.494 4.361 0.09
H -7.610 2.222 3.197 0.08
H -5.842 2.823 6.320 0.13
H -4.648 2.615 5.049 0.12
H -5.719 0.358 6.790 0.13
H -4.230 1.256 7.204 0.13
H -2.213 0.377 6.177 0.13
H -2.821 1.567 5.071 0.12
H -1.250 0.049 3.929 0.13
H -2.781 0.202 3.192 0.12
H -0.536 -2.045 4.714 0.09
H -1.748 -3.376 4.675 0.09
H -1.790 -2.171 5.942 0.09
```

**E_HOMO**: -0.341 hartree
**Structure (SMILES)**: CCOC(=O)C(F)(F)F.CCOC(=O)C(F)(F)F.CCOC(=O)C(F)(F)F.CCOC(=O)C(F)(F)F.COCCOCCOC.COCCOCCOC.COCCOCCOC
**LUMO**: 0.41 eV
**Energy above the lowest of the compared OMol25 structures with the same formula, charge and spin**: 0.00 kcal/mol
**Frontier orbital gap**: 9.68 eV

What is the formula in the third record?
C34H62BHfN6O3Se2